Record 1
{"formula": "C4H2N2O", "method": "the ωB97M-V functional and the def2-TZVPD basis", "largest_force_ev_per_a": 1.1, "total_energy_ha": -338.3071, "homo_lumo_gap_ev": 10.61, "smiles": "N#CC#CC(N)=O", "homo_ev": -11.07, "lumo_energy_ha": -0.0170, "relative_energy_kj_mol": 90.2, "symbols": ["N", "C", "O", "C", "C", "C", "N", "H", "H"], "coordinates": [[-1.597, 0.425, 0.074], [-1.099, -0.828, -0.108], [-1.748, -1.846, -0.178], [0.372, -0.748, -0.186], [1.515, -0.366, -0.141], [2.651, 0.404, 0.015], [3.487, 1.187, 0.194], [-0.991, 1.228, 0.140], [-2.591, 0.544, 0.190]], "forces_ev_per_angstrom": [[-0.2, 0.0, 0.0], [-0.2, -0.2, 0.0], [0.3, 0.4, 0.0], [0.6, 0.2, 0.1], [-0.6, 0.0, 0.0], [0.7, 0.7, 0.2], [-0.6, -0.9, -0.2], [-0.1, -0.2, 0.0], [0.1, -0.1, 0.0]], "nbo_charge": [-0.7946, 0.5959, -0.5449, 0.0451, -0.1018, 0.2102, -0.2321, 0.4086, 0.4137]}

***

Record 2
{"formula": "C4H2N2O", "method": "the ωB97M-V functional and the def2-TZVPD basis", "largest_force_ev_per_a": 4.7, "total_energy_ha": -338.2857, "homo_lumo_gap_ev": 10.48, "smiles": "N#CC(C#N)C=O", "homo_ev": -11.22, "lumo_energy_ha": -0.0272, "relative_energy_kj_mol": 146.2, "symbols": ["C", "C", "C", "C", "H", "H", "N", "N", "O"], "coordinates": [[0.526, -0.933, 0.894], [0.269, 0.143, -0.414], [-1.089, -0.120, -0.878], [0.160, 1.606, -0.102], [-0.384, -1.166, 1.482], [1.181, -0.134, -0.877], [-2.146, -0.317, -1.176], [0.095, 2.650, 0.402], [1.388, -1.729, 0.669]], "forces_ev_per_angstrom": [[-1.1, -0.7, -3.0], [-1.0, 1.2, 3.1], [4.7, -0.3, 0.3], [1.0, 0.4, 1.7], [0.5, 0.6, 0.6], [0.2, 0.0, -1.7], [-4.2, -0.8, -1.1], [0.0, -1.2, -1.1], [-0.1, 0.9, 1.0]], "nbo_charge": [0.4741, -0.4884, 0.2545, 0.2591, 0.1628, 0.3020, -0.2487, -0.2631, -0.4523]}

***

Record 3
{"formula": "C4H2N2S", "method": "the ωB97M-V functional and the def2-TZVPD basis", "largest_force_ev_per_a": 3.4, "total_energy_ha": -661.1363, "homo_lumo_gap_ev": 8.18, "smiles": "c1cc2c(s1)N=N2", "homo_ev": -8.71, "lumo_energy_ha": -0.0193, "relative_energy_kj_mol": 424.4, "symbols": ["C", "C", "C", "C", "N", "N", "S", "H", "H"], "coordinates": [[-0.483, 0.570, 0.050], [-0.277, -0.860, -0.083], [-1.838, 0.803, -0.007], [-2.611, -0.377, -0.064], [-3.393, 1.460, 0.010], [-3.895, 0.350, -0.019], [-1.704, -1.790, 0.036], [0.353, 1.322, 0.100], [0.681, -1.421, -0.199]], "forces_ev_per_angstrom": [[1.9, -0.8, -0.6], [0.7, 1.2, 0.8], [-2.5, -2.3, -0.3], [1.2, 1.6, 0.3], [0.9, 1.1, 0.2], [-0.2, -0.7, 0.1], [0.1, 0.3, -0.7], [-1.0, -1.1, -0.2], [-1.0, 0.8, 0.3]], "nbo_charge": [-0.2719, -0.4567, 0.0137, -0.2482, -0.0184, -0.0838, 0.5613, 0.2484, 0.2557]}

***

Record 4
{"formula": "C4H2N2S", "method": "the ωB97M-V functional and the def2-TZVPD basis", "largest_force_ev_per_a": 5.8, "total_energy_ha": -661.1832, "homo_lumo_gap_ev": [8.71, 7.61], "homo_ev": [-8.30, -11.36], "s2": 2.009, "lumo_energy_ha": [0.0150, -0.1376], "relative_energy_kj_mol": 0.0, "spin_multiplicity": 3, "symbols": ["C", "C", "C", "C", "N", "N", "S", "H", "H"], "coordinates": [[1.281, -0.613, 0.727], [-1.209, -0.851, -0.306], [0.709, 0.606, 0.124], [-0.683, 0.467, -0.321], [1.678, -1.557, 1.217], [-1.586, -1.912, -0.317], [1.669, 1.883, 0.082], [-0.486, 0.849, -1.367], [-1.373, 1.129, 0.160]], "forces_ev_per_angstrom": [[-1.3, 3.7, -1.6], [0.7, 1.3, -0.3], [0.2, -5.2, 2.5], [0.6, 2.0, -2.3], [1.0, -2.0, 1.0], [-1.1, -2.6, 0.0], [1.7, 2.7, -0.2], [-1.5, -0.5, 0.4], [-0.4, 0.6, 0.4]], "lowdin_spin": [0.0858, 0.0031, 0.5494, 0.0887, 0.1501, -0.0009, 1.0841, 0.0222, 0.0174]}

***

Record 5
{"formula": "C4H2N4", "method": "the ωB97M-V functional and the def2-TZVPD basis", "largest_force_ev_per_a": 4.0, "total_energy_ha": -372.5490, "homo_lumo_gap_ev": 8.91, "smiles": "N#C/C=N/N=C/C#N", "homo_ev": -10.88, "lumo_energy_ha": -0.0725, "relative_energy_kj_mol": 217.5, "symbols": ["C", "C", "C", "C", "H", "H", "N", "N", "N", "N"], "coordinates": [[-0.831, 0.935, -2.691], [-0.027, 0.320, -1.685], [0.020, -0.358, 1.670], [0.787, -0.999, 2.661], [0.988, -0.061, -1.872], [-0.973, 0.025, 1.921], [-1.441, 1.469, -3.529], [-0.423, 0.305, -0.419], [0.469, -0.279, 0.460], [1.437, -1.402, 3.520]], "forces_ev_per_angstrom": [[-1.1, 1.0, -1.4], [0.6, -0.4, 3.9], [-0.9, 0.6, -2.3], [1.0, -0.1, 0.9], [-0.5, 0.1, -0.5], [0.2, -0.1, 0.0], [1.1, -1.0, 1.5], [-0.6, 0.6, -2.4], [0.5, -0.5, 0.5], [-0.2, -0.1, -0.2]], "nbo_charge": [0.2115, 0.0051, 0.0161, 0.2092, 0.2314, 0.2270, -0.2212, -0.2290, -0.2303, -0.2197]}

***

Record 6
{"formula": "C4H2NO3", "method": "the ωB97M-V functional and the def2-TZVPD basis", "charge": -1, "largest_force_ev_per_a": 3.5, "total_energy_ha": -434.1030, "homo_lumo_gap_ev": 9.01, "smiles": "N#C[C@]1(C(=O)[O-])CO1", "homo_ev": -5.05, "lumo_energy_ha": 0.1456, "relative_energy_kj_mol": 161.8, "symbols": ["C", "C", "C", "C", "N", "O", "O", "O", "H", "H"], "coordinates": [[0.480, -0.447, 1.571], [0.506, -0.943, -1.132], [-0.741, 1.170, -0.017], [0.042, -0.148, 0.226], [1.074, -0.823, 2.520], [-0.136, -0.547, -2.076], [1.459, -1.715, -0.994], [-1.543, 0.060, 0.108], [-0.680, 1.958, 0.784], [-0.460, 1.436, -0.989]], "forces_ev_per_angstrom": [[1.9, -1.5, 1.7], [1.3, 0.3, 1.7], [2.2, -1.0, 1.9], [-3.3, 1.0, -0.4], [-1.9, 1.3, -2.3], [-0.8, 0.3, -1.5], [-0.2, -0.1, 0.2], [1.7, -0.2, 1.0], [-0.5, -0.9, -0.7], [-0.4, 0.9, -1.6]], "nbo_charge": [0.2781, 0.7925, -0.0717, -0.0511, -0.3700, -0.7199, -0.7345, -0.4819, 0.1565, 0.2021]}

***

Record 7
{"formula": "C4H2NO3P", "method": "the ωB97M-V functional and the def2-TZVPD basis", "largest_force_ev_per_a": 4.1, "total_energy_ha": -775.3841, "homo_lumo_gap_ev": [5.81, 5.81], "homo_ev": [-8.71, -8.71], "lumo_energy_ha": [-0.1064, -0.1064], "relative_energy_kj_mol": 216.1, "symbols": ["C", "C", "C", "C", "N", "O", "O", "O", "P", "H", "H"], "coordinates": [[0.612, 0.793, 1.117], [-0.233, -0.271, 1.348], [1.008, 1.268, -0.077], [-0.820, -1.125, 0.288], [-0.689, -0.553, -0.912], [1.399, 1.810, -1.007], [-1.426, -2.146, 0.561], [-0.324, 0.238, -3.298], [-0.037, -0.830, -2.346], [1.031, 1.327, 1.965], [-0.520, -0.512, 2.361]], "forces_ev_per_angstrom": [[-0.9, -1.3, 2.7], [0.7, 1.0, -0.1], [0.3, 0.7, -4.0], [-0.4, 0.0, -1.9], [0.3, 0.9, 1.1], [-0.5, -0.7, 1.9], [0.1, -0.2, 0.9], [-0.2, 1.0, -0.8], [0.5, -1.4, 0.1], [0.1, 0.1, 0.0], [0.1, 0.1, 0.2]], "nbo_charge": [-0.5296, 0.0956, 0.8978, 0.5394, -1.0508, -0.2871, -0.5605, -1.0499, 1.4167, 0.2914, 0.2370]}

***

Record 8
{"formula": "C4H2NO4", "method": "the ωB97M-V functional and the def2-TZVPD basis", "charge": -1, "largest_force_ev_per_a": 3.1, "total_energy_ha": -509.3312, "homo_lumo_gap_ev": 6.61, "homo_ev": -3.18, "lumo_energy_ha": 0.1259, "relative_energy_kj_mol": 118.9, "symbols": ["C", "C", "C", "C", "N", "O", "O", "O", "O", "H", "H"], "coordinates": [[0.978, 0.765, 0.697], [0.324, -0.102, -0.093], [3.092, 1.992, 0.091], [3.219, -1.604, -0.059], [2.087, 1.379, 0.046], [2.554, -2.013, 0.762], [-0.969, -0.741, 0.378], [4.180, 2.467, 0.059], [4.014, -1.442, -0.865], [0.279, -0.329, -1.217], [-0.825, -0.625, 1.359]], "forces_ev_per_angstrom": [[-0.7, -0.9, -0.6], [-2.5, -0.1, -1.0], [-0.1, -1.0, 0.1], [0.8, -1.0, -0.2], [-0.2, 0.0, -0.1], [-2.0, -0.5, 2.2], [2.6, 0.9, 1.3], [0.6, 0.8, -0.1], [1.3, 1.3, -1.9], [0.7, 0.5, 1.5], [-0.5, -0.1, -1.3]], "nbo_charge": [-0.3407, -0.0817, 0.7875, 1.0333, -0.5356, -0.4936, -0.7865, -0.6384, -0.5441, 0.1378, 0.4621]}

***

Record 9
{"formula": "C4H2O2", "method": "the ωB97M-V functional and the def2-TZVPD basis", "largest_force_ev_per_a": 0.8, "total_energy_ha": -303.9742, "homo_lumo_gap_ev": 9.61, "smiles": "C#CC(=O)C=O", "homo_ev": -9.99, "lumo_energy_ha": -0.0141, "relative_energy_kj_mol": 93.4, "symbols": ["O", "C", "C", "O", "C", "C", "H", "H"], "coordinates": [[-1.092, -1.363, 0.938], [-1.014, -0.479, 0.129], [-0.451, 0.916, 0.477], [-1.004, 1.860, 0.968], [0.918, 0.701, -0.004], [1.600, -0.143, -0.547], [-1.167, -0.601, -0.964], [2.211, -0.892, -0.998]], "forces_ev_per_angstrom": [[-0.3, 0.4, -0.4], [-0.3, -0.3, 0.5], [-0.2, 0.4, 0.2], [0.4, -0.6, -0.3], [0.3, -0.5, -0.3], [0.1, 0.6, 0.2], [-0.2, -0.2, 0.2], [0.2, 0.2, 0.0]], "nbo_charge": [-0.4826, 0.3642, 0.4434, -0.4423, -0.1513, -0.1089, 0.1310, 0.2466]}

***

Record 10
{"formula": "C4H2O2Sn", "method": "the ωB97M-V functional and the def2-TZVPD basis", "largest_force_ev_per_a": 5.6, "total_energy_ha": -518.1107, "homo_lumo_gap_ev": 7.42, "homo_ev": -8.02, "lumo_energy_ha": -0.0222, "relative_energy_kj_mol": 164.7, "symbols": ["H", "C", "C", "O", "O", "Sn", "C", "C", "H"], "coordinates": [[1.293, -2.333, -0.175], [0.945, -1.309, -0.010], [-0.314, -0.899, -0.047], [2.030, -0.537, 0.256], [1.794, 0.830, 0.494], [0.141, 1.720, 0.303], [-1.817, 1.171, -0.217], [-1.243, 0.012, -0.021], [-2.829, 1.345, -0.583]], "forces_ev_per_angstrom": [[-0.2, 0.3, 0.0], [-0.3, -0.2, 0.1], [0.6, 0.0, 0.6], [0.7, -1.1, -0.1], [2.3, -2.2, 0.1], [-0.6, 5.5, 0.8], [-2.1, -1.9, -0.4], [-0.7, -0.5, -1.3], [0.3, 0.1, 0.3]], "nbo_charge": [0.2124, 0.1487, -0.3121, -0.2312, -0.6438, 1.3617, -0.7052, -0.0896, 0.2591]}